# 1
# C2H5N3O2S

A single C2H5N3O2S molecule in a non-equilibrium geometry (ωB97M-V/def2-TZVPD, the OMol25 dataset).

Structure (XYZ):
```
13
C2H5N3O2S, DFT ωB97M-V/def2-TZVPD
C -0.22 0.17 0.93
C 1.54 -1.46 -1.30
H -2.77 1.04 0.68
H -1.76 2.46 0.75
H -0.75 0.62 -1.03
H 1.60 -0.93 1.03
H 1.59 -1.17 -2.37
N -2.07 1.64 0.15
N -1.00 0.81 -0.04
N 1.09 -0.09 0.52
O -0.53 0.02 2.07
O 1.13 -0.33 -0.83
S 2.13 -2.76 -0.56
```

Summary:
Relative energy (zero: lowest compared OMol25 entry of this formula, charge and spin) (kcal/mol): 78.2
E_LUMO (eV): 0.07
2S+1: 1
Structure (SMILES): NNC(=O)NOC=S
Gap between HOMO and LUMO (eV): 9.79

---

# 2
# C5H9N

A molecular structure, C5H9N in a non-equilibrium geometry (ωB97M-V/def2-TZVPD, the OMol25 dataset).

Structure (XYZ):
```
15
C5H9N, DFT ωB97M-V/def2-TZVPD
N -3.46 0.05 0.02
C -2.03 0.09 -0.49
C -1.02 -0.02 0.51
C 0.33 0.25 -0.12
C 1.53 -0.12 0.30
C 2.74 0.08 -0.62
H -3.58 -0.91 0.39
H -3.02 0.58 0.80
H -1.71 -1.03 -0.25
H -1.06 0.15 1.58
H 0.27 0.84 -1.07
H 1.76 -0.26 1.39
H 3.27 -0.92 -0.86
H 3.50 0.60 -0.12
H 2.49 0.63 -1.46
```

Summary:
Relative energy (zero: lowest compared OMol25 entry of this formula, charge and spin) (kcal/mol): 146.2
E_LUMO (eV): 0.09
2S+1: 1
Gap between HOMO and LUMO (eV): 8.25

---

# 3
# C19H21ClN6

A single C19H21ClN6 molecule (ωB97M-V/def2-TZVPD, the OMol25 dataset).

Structure (XYZ):
```
47
C19H21ClN6, DFT ωB97M-V/def2-TZVPD
C -5.14 -0.17 1.74
N -3.97 -0.29 0.92
C -3.77 0.23 -0.31
C -2.51 -0.17 -0.72
C -2.02 -0.93 0.36
N -2.92 -0.97 1.34
C -0.73 -1.59 0.54
C -0.21 -2.43 -0.44
C 1.03 -3.02 -0.25
C 1.76 -2.80 0.90
C 1.24 -1.97 1.88
C 0.00 -1.38 1.71
H -0.41 -0.73 2.47
H 1.80 -1.79 2.78
H 2.73 -3.26 1.02
Cl 1.66 -4.05 -1.49
H -0.78 -2.63 -1.34
C -1.86 0.26 -2.01
N -0.63 1.03 -1.89
C -0.54 1.81 -0.67
H -1.46 2.39 -0.56
C 0.67 2.74 -0.74
N 1.87 1.96 -0.96
C 2.52 1.34 0.07
N 3.35 0.34 -0.26
C 4.05 -0.24 0.70
C 3.94 0.15 2.02
N 3.11 1.14 2.37
C 2.42 1.73 1.42
H 1.77 2.53 1.75
H 4.49 -0.32 2.82
H 4.71 -1.03 0.38
C 1.78 1.25 -2.22
H 2.70 0.70 -2.38
C 0.59 0.29 -2.15
H 0.48 -0.23 -3.11
H 0.81 -0.46 -1.37
H 1.63 1.98 -3.01
H 0.75 3.34 0.16
H 0.56 3.42 -1.60
H -0.42 1.17 0.23
H -1.66 -0.61 -2.64
H -2.59 0.89 -2.54
H -4.51 0.82 -0.81
H -4.94 -0.69 2.67
H -6.01 -0.62 1.25
H -5.36 0.88 1.95
```

Summary:
Relative energy (zero: lowest compared OMol25 entry of this formula, charge and spin) (kcal/mol): 52.5
E_LUMO (eV): 0.67
2S+1: 1
Structure (SMILES): Cn1cc(CN2CCN(c3cnccn3)CC2)c(-c2cccc(Cl)c2)n1
Gap between HOMO and LUMO (eV): 8.56

---

# 4
# C27H34NNdOSi

A molecular structure, C27H34NNdOSi in a non-equilibrium geometry (ωB97M-V/def2-TZVPD, the OMol25 dataset).

Structure (XYZ):
```
65
C27H34NNdOSi, DFT ωB97M-V/def2-TZVPD
C -2.56 0.12 0.73
C -2.20 0.61 -0.57
C -1.56 -0.46 -1.30
H -2.36 1.58 -0.94
C -1.54 -1.63 -0.43
C -2.16 -1.27 0.82
H -1.07 -2.55 -0.65
C 0.74 1.90 1.85
C -0.17 2.48 0.89
C 0.35 2.24 -0.42
H -1.08 2.96 1.13
C 1.59 1.48 -0.31
C 1.82 1.28 1.12
H -1.16 -0.42 -2.28
H -2.20 -1.88 1.68
H -3.01 0.68 1.51
H 2.59 0.70 1.54
H -0.11 2.52 -1.32
H 0.62 1.86 2.91
Nd -0.08 0.00 0.47
C 2.48 1.04 -1.41
C 3.91 1.35 -0.99
C 2.13 1.77 -2.70
H 4.02 2.42 -0.78
H 4.61 1.08 -1.78
H 4.19 0.80 -0.09
H 2.26 2.85 -2.58
H 1.10 1.58 -3.00
H 2.80 1.44 -3.50
C 2.27 -0.48 -1.59
C 3.17 -1.21 -2.57
H 1.23 -0.65 -1.90
H 2.37 -0.99 -0.62
O 4.24 -0.79 -3.00
N 2.70 -2.43 -2.97
C 1.39 -3.00 -2.71
H 3.28 -2.88 -3.67
C 0.29 -2.56 -3.64
C -0.97 -3.14 -3.51
H -1.14 -3.88 -2.73
C -2.01 -2.76 -4.34
H -2.99 -3.23 -4.23
C -1.81 -1.79 -5.32
H -2.63 -1.50 -5.97
C -0.57 -1.20 -5.45
H -0.40 -0.44 -6.21
C 0.48 -1.58 -4.62
H 1.46 -1.12 -4.73
H 1.10 -2.78 -1.68
H 1.49 -4.09 -2.76
C -0.47 0.32 6.61
Si -1.72 1.02 5.41
C -3.38 0.22 5.70
C -1.87 2.87 5.68
C -1.16 0.69 3.65
C -0.83 0.48 2.61
H -0.80 0.51 7.64
H 0.51 0.79 6.44
H -0.38 -0.77 6.45
H -3.71 0.41 6.73
H -4.12 0.63 4.99
H -3.30 -0.87 5.54
H -0.89 3.34 5.51
H -2.60 3.28 4.97
H -2.20 3.06 6.71
```

Summary:
E_LUMO (spin up / spin down) (eV): -0.16 / -0.14
2S+1: 4
Gap between HOMO and LUMO (spin up / spin down) (eV): 7.31 / 7.53

---

# 5
# C5H25N2O7

7 unconnected molecules or ions with the total composition C5H25N2O7 in a non-equilibrium geometry (ωB97M-V/def2-TZVPD, the OMol25 dataset).

Structure (XYZ):
```
39
C5H25N2O7, DFT ωB97M-V/def2-TZVPD
N -1.38 -0.93 1.04
C 0.11 -1.14 0.76
C 0.63 -0.66 -0.56
C 0.08 0.65 -1.16
C 0.29 -1.84 -1.59
C 0.78 -0.30 1.91
N 2.09 0.08 1.91
O 0.13 0.07 2.91
H -1.93 -0.52 0.22
H -1.56 -0.35 1.83
H -1.94 -1.77 1.17
H 0.27 -2.19 1.06
H 1.68 -0.68 -0.57
H 0.22 0.55 -2.22
H 0.78 1.48 -0.89
H -0.98 0.77 -1.04
H 0.74 -2.71 -1.22
H -0.80 -1.86 -1.75
H 0.96 -1.51 -2.51
H 2.67 0.32 1.09
H 2.35 0.67 2.76
H -0.31 1.85 -4.94
H -1.57 1.11 -4.87
O -0.88 1.43 -4.28
H 3.96 1.32 -1.08
H 4.01 2.00 0.35
O 3.69 1.25 -0.17
H -2.72 1.96 -3.37
H -4.03 1.34 -2.74
O -3.09 1.51 -2.57
H -2.05 1.12 3.19
H -3.17 0.64 4.16
O -2.75 0.46 3.33
H 4.47 -1.86 1.37
H 4.86 -0.67 0.26
O 4.24 -1.13 0.80
H -3.80 -1.11 -0.78
H -3.58 0.41 -1.06
O -3.17 -0.39 -0.70
```

Summary:
Relative energy (zero: lowest compared OMol25 entry of this formula, charge and spin) (kcal/mol): 17.2
E_LUMO (spin up / spin down) (eV): -7.02 / -11.93
Total charge: +2
2S+1: 2
Gap between HOMO and LUMO (spin up / spin down) (eV): 9.90 / 4.98

---

# 6
# C14H14BCl3GeIrN4O2S

A molecular structure, C14H14BCl3GeIrN4O2S in a non-equilibrium geometry (ωB97M-V/def2-TZVPD, the OMol25 dataset).

Structure (XYZ):
```
41
C14H14BCl3GeIrN4O2S, DFT ωB97M-V/def2-TZVPD
Ir 0.12 0.32 -0.03
C -0.21 -3.89 -1.09
C 0.05 -2.43 -1.03
N -0.33 -1.68 -0.05
N -1.12 -2.20 0.94
C -1.40 -1.44 2.01
N -2.18 -1.92 2.95
S -0.73 0.12 2.17
C 0.80 -1.71 -2.07
C 1.16 -2.25 -3.28
C 1.85 -1.47 -4.20
C 2.16 -0.16 -3.87
C 1.74 0.33 -2.64
N 1.08 -0.43 -1.77
H -0.07 -4.35 -0.11
H 0.47 -4.39 -1.77
H -1.24 -4.09 -1.42
H -1.49 -3.14 0.85
H -2.62 -2.83 2.89
H -2.38 -1.36 3.77
H 0.90 -3.27 -3.52
H 2.14 -1.88 -5.16
H 2.72 0.47 -4.55
H 1.96 1.35 -2.34
O -1.47 2.53 -1.23
B -1.43 1.17 -0.96
O -2.47 0.49 -1.53
C -3.21 1.47 -2.22
C -4.34 1.31 -2.98
C -4.85 2.47 -3.57
C -4.24 3.70 -3.39
C -3.09 3.84 -2.61
C -2.60 2.69 -2.04
H -4.81 0.35 -3.10
H -5.74 2.40 -4.18
H -4.67 4.58 -3.87
H -2.61 4.80 -2.46
Cl 1.34 2.32 0.26
Ge 0.16 4.33 0.09
Cl 1.37 5.41 -1.27
Cl 0.38 5.09 2.06
```

Summary:
Relative energy (zero: lowest compared OMol25 entry of this formula, charge and spin) (kcal/mol): 6.7
E_LUMO (spin up / spin down) (eV): -7.68 / -8.09
Total charge: +2
2S+1: 2
Gap between HOMO and LUMO (spin up / spin down) (eV): 6.21 / 5.80

---

# 7
# C31H29NO2

2 unconnected molecules or ions with the total composition C31H29NO2 in a non-equilibrium geometry (ωB97M-V/def2-TZVPD, the OMol25 dataset).

Structure (XYZ):
```
63
C31H29NO2, DFT ωB97M-V/def2-TZVPD
C 1.96 -3.06 1.38
N 1.44 -1.76 1.82
C 0.45 -1.73 2.89
C 1.96 -0.62 1.35
C 2.29 0.51 2.18
C 2.31 0.49 3.61
C 2.48 1.66 4.33
C 2.80 2.86 3.68
C 2.86 4.11 4.51
C 2.99 2.85 2.29
C 2.74 1.70 1.56
H 1.16 -3.80 1.43
H 2.34 -2.97 0.36
H 2.79 -3.38 2.03
H -0.23 -2.58 2.75
H 0.93 -1.82 3.88
H -0.10 -0.78 2.85
H 2.41 -0.66 0.34
H 2.21 -0.44 4.16
H 2.37 1.68 5.42
H 3.18 4.97 3.92
H 1.88 4.33 4.94
H 3.56 4.00 5.35
H 3.33 3.77 1.81
H 2.88 1.68 0.47
C -4.21 0.94 1.34
C -4.10 -0.44 1.16
C -3.02 -0.96 0.43
C -2.06 -0.10 -0.14
C -1.04 -0.57 -1.09
C -0.35 -1.82 -0.81
C 0.79 -2.27 -1.69
C 1.77 -1.42 -2.23
C 2.81 -1.96 -3.00
C 2.86 -3.33 -3.27
C 1.86 -4.17 -2.74
C 0.84 -3.64 -1.96
O -0.68 -2.55 0.15
C -1.23 -0.29 -2.51
C -2.14 0.86 -3.00
C -3.50 0.91 -2.68
C -4.32 1.90 -3.22
C -3.83 2.77 -4.20
C -2.48 2.68 -4.58
C -1.66 1.70 -4.03
O -0.80 -0.98 -3.44
C -2.15 1.28 0.10
C -3.22 1.80 0.85
H -5.08 1.37 1.87
H -4.86 -1.12 1.56
H -2.92 -2.02 0.23
H 1.71 -0.34 -2.06
H 3.58 -1.31 -3.41
H 3.65 -3.76 -3.89
H 1.86 -5.24 -2.94
H 0.05 -4.27 -1.55
H -3.89 0.17 -1.97
H -5.36 1.96 -2.89
H -4.49 3.50 -4.67
H -2.08 3.35 -5.34
H -0.63 1.56 -4.38
H -1.38 1.92 -0.33
H -3.28 2.88 1.01
```

Summary:
Relative energy (zero: lowest compared OMol25 entry of this formula, charge and spin) (kcal/mol): 56.6
E_LUMO (eV): -1.94
2S+1: 1
Gap between HOMO and LUMO (eV): 4.56

---

# 8
# C2H8N2S

2 unconnected molecules or ions with the total composition C2H8N2S in a non-equilibrium geometry (ωB97M-V/def2-TZVPD, the OMol25 dataset).

Structure (XYZ):
```
13
C2H8N2S, DFT ωB97M-V/def2-TZVPD
C 2.89 -0.70 1.33
S 1.60 -1.27 0.24
H 3.92 -0.77 0.96
H 2.72 0.30 1.72
H 2.97 -1.34 2.22
N -1.42 0.73 0.29
C -1.42 0.41 -0.96
N -2.43 0.35 -1.79
H -2.26 0.86 0.84
H -0.52 0.69 0.78
H -0.44 0.27 -1.41
H -2.25 0.12 -2.76
H -3.38 0.36 -1.45
```

Summary:
Relative energy (zero: lowest compared OMol25 entry of this formula, charge and spin) (kcal/mol): 35.8
E_LUMO (eV): -0.32
2S+1: 1
Gap between HOMO and LUMO (eV): 5.27

---

# 9
# C37H68BrFN3O10

5 unconnected molecules or ions with the total composition C37H68BrFN3O10 in a non-equilibrium geometry (ωB97M-V/def2-TZVPD, the OMol25 dataset).

Structure (XYZ):
```
120
C37H68BrFN3O10, DFT ωB97M-V/def2-TZVPD
C 4.35 -1.60 -0.79
C 4.46 -0.02 -0.70
O 3.26 0.68 -1.10
C 3.28 1.03 -2.48
C 2.66 -0.09 -3.42
O 1.35 -0.41 -2.91
C 0.37 0.09 -3.83
C -1.06 -0.30 -3.32
C -1.45 -1.70 -3.56
C -0.53 -2.75 -4.26
N -0.43 -2.60 -5.73
C -0.26 -3.93 -6.40
C -2.81 -2.16 -3.11
N -3.19 -3.50 -3.38
C -3.36 -4.23 -2.31
C -2.36 -4.38 -1.13
C -4.71 -5.04 -2.20
C -3.64 -1.16 -2.41
C -5.08 -1.61 -1.92
C -3.15 0.22 -2.17
C -4.11 1.15 -1.38
C -4.14 0.61 0.14
F -5.49 0.48 0.60
N -1.89 0.60 -2.65
C -1.48 2.01 -2.40
C -0.96 2.09 -0.89
C -1.28 3.47 -0.20
Br -0.40 4.94 -1.16
H 3.73 -1.95 -1.66
H 5.39 -1.99 -0.92
H 3.84 -1.96 0.14
H 5.39 0.33 -1.24
H 4.61 0.22 0.39
H 2.75 2.02 -2.58
H 4.33 1.22 -2.86
H 2.58 0.35 -4.46
H 3.36 -0.96 -3.49
H 0.53 -0.48 -4.80
H 0.49 1.17 -4.10
H -0.83 -3.80 -4.00
H 0.52 -2.60 -3.84
H 0.44 -2.11 -5.97
H -1.22 -4.33 -6.81
H 0.47 -3.78 -7.26
H 0.26 -4.63 -5.68
H -2.90 -4.20 -0.15
H -2.03 -5.46 -1.09
H -1.48 -3.68 -1.19
H -5.16 -5.08 -3.23
H -4.55 -6.11 -1.89
H -5.44 -4.53 -1.54
H -5.02 -1.85 -0.82
H -5.84 -0.80 -2.03
H -5.40 -2.52 -2.49
H -3.80 2.22 -1.31
H -5.16 1.06 -1.76
H -3.59 1.36 0.77
H -3.61 -0.39 0.19
H -2.34 2.72 -2.59
H -0.64 2.36 -3.04
H -1.30 1.19 -0.30
H 0.16 1.98 -0.96
H -0.83 3.44 0.84
H -2.39 3.58 -0.12
O -2.97 3.79 6.32
C -3.82 3.19 5.72
O -3.62 2.86 4.43
C -4.48 2.01 3.67
C -5.64 2.78 3.08
C -5.15 2.88 6.36
H -4.80 1.15 4.26
H -3.87 1.61 2.86
H -6.27 3.22 3.86
H -6.26 2.14 2.46
H -5.27 3.62 2.47
H -5.79 3.76 6.30
H -4.98 2.63 7.41
H -5.66 2.02 5.93
O 1.57 -2.89 0.95
C 1.10 -1.88 1.42
O 0.65 -1.88 2.69
C 0.23 -0.70 3.39
C -1.21 -0.36 3.08
C 0.92 -0.65 0.58
H 0.92 0.13 3.19
H 0.33 -0.93 4.45
H -1.35 -0.13 2.02
H -1.53 0.51 3.67
H -1.86 -1.20 3.32
H 0.01 -0.75 -0.01
H 1.78 -0.57 -0.10
H 0.90 0.28 1.15
O 6.70 -1.28 -3.26
C 7.20 -2.30 -3.68
O 6.48 -3.44 -3.70
C 6.91 -4.65 -4.33
C 7.81 -5.46 -3.42
C 8.64 -2.33 -4.12
H 7.37 -4.44 -5.30
H 6.00 -5.22 -4.54
H 8.72 -4.92 -3.17
H 8.08 -6.40 -3.89
H 7.30 -5.67 -2.48
H 9.27 -2.45 -3.24
H 8.87 -1.39 -4.61
H 8.86 -3.11 -4.84
O 3.77 6.24 8.09
C 2.57 6.23 7.97
O 1.87 5.13 8.30
C 0.44 5.08 8.36
C -0.16 4.81 7.00
C 1.85 7.41 7.38
H 0.03 5.98 8.83
H 0.19 4.25 9.03
H 0.07 5.61 6.29
H -1.25 4.72 7.07
H 0.24 3.89 6.58
H 1.90 7.36 6.29
H 2.34 8.32 7.72
H 0.81 7.50 7.69
```

Summary:
E_LUMO (eV): -3.43
Total charge: +1
2S+1: 1
Gap between HOMO and LUMO (eV): 7.56

---

# 10
# C16H18AsFeN3O11S2

A molecular structure, C16H18AsFeN3O11S2 (ωB97M-V/def2-TZVPD, the OMol25 dataset).

Structure (XYZ):
```
52
C16H18AsFeN3O11S2, DFT ωB97M-V/def2-TZVPD
Fe -1.50 0.54 -0.85
O 0.57 1.31 -1.65
C 1.50 2.22 -1.08
C 0.73 3.43 -0.62
N -0.42 3.03 0.16
C -1.65 3.73 -0.15
C -2.07 3.36 -1.57
O -2.26 4.20 -2.42
O -2.18 2.07 -1.75
C -0.21 2.65 1.53
C -1.21 1.57 1.97
O -1.52 1.46 3.13
O -1.66 0.81 1.01
H 0.98 0.47 -1.88
H 2.24 2.51 -1.84
H 2.02 1.74 -0.25
H 0.37 3.98 -1.49
H 1.41 4.11 -0.07
H -1.57 4.82 -0.06
H -2.42 3.38 0.53
H -0.27 3.48 2.25
H 0.78 2.19 1.63
O -3.51 -1.75 1.08
As -3.81 -1.76 -0.64
O -5.39 -1.99 -0.93
O -3.08 -0.37 -1.28
C -2.83 -3.24 -1.44
C -3.65 -4.29 -1.85
C -3.12 -5.40 -2.49
C -1.76 -5.48 -2.73
C -0.93 -4.45 -2.32
C -1.46 -3.33 -1.69
S -0.31 -2.08 -1.17
O -0.81 -1.55 0.10
O 0.99 -2.70 -1.14
O -0.41 -0.95 -2.14
H -2.66 -1.32 1.27
H -4.72 -4.19 -1.68
H -3.78 -6.20 -2.81
H -1.34 -6.34 -3.23
H 0.14 -4.50 -2.48
S 2.18 -0.45 1.15
C 3.38 0.12 2.11
N 4.69 -0.32 1.92
C 5.74 0.05 2.68
C 5.55 0.94 3.68
C 4.22 1.41 3.84
N 3.20 1.04 3.12
H 4.80 -1.00 1.18
H 6.69 -0.39 2.43
H 6.36 1.27 4.31
H 4.00 2.13 4.63
```

Summary:
Relative energy (zero: lowest compared OMol25 entry of this formula, charge and spin) (kcal/mol): 15.0
E_LUMO (spin up / spin down) (eV): 1.49 / 1.49
Total charge: -1
2S+1: 6
Gap between HOMO and LUMO (spin up / spin down) (eV): 7.51 / 7.58

---

# 11
# C5H12O

A single C5H12O molecule (ωB97M-V/def2-TZVPD, the OMol25 dataset).

Structure (XYZ):
```
18
C5H12O, DFT ωB97M-V/def2-TZVPD
C 1.59 -1.70 -1.21
C 0.15 -1.16 -1.18
C -0.53 -0.92 0.16
O 0.37 0.43 0.76
C -0.42 1.62 0.53
C -1.57 1.61 1.51
H 1.91 -1.93 -2.24
H 2.32 -0.99 -0.80
H 1.66 -2.62 -0.62
H 0.06 -0.26 -1.81
H -0.51 -1.90 -1.66
H -0.11 -1.64 0.89
H 1.22 0.51 0.30
H 0.24 2.48 0.68
H -0.78 1.60 -0.50
H -2.07 2.59 1.52
H -2.28 0.83 1.23
H -1.20 1.40 2.52
```

Summary:
Relative energy (zero: lowest compared OMol25 entry of this formula, charge and spin) (kcal/mol): 97.1
E_LUMO (eV): 0.68
2S+1: 1
Gap between HOMO and LUMO (eV): 7.82

---

Question: What is the 2S+1 in the eighth record?
Answer: 1